{"formula": "C17H33F3O13", "method": "wB97M-V/def2-TZVPD", "symbols": ["O", "C", "O", "C", "C", "F", "O", "H", "H", "H", "O", "C", "O", "C", "C", "F", "O", "H", "H", "H", "O", "C", "O", "C", "C", "F", "O", "H", "H", "H", "C", "C", "O", "H", "H", "H", "H", "H", "H", "C", "C", "O", "H", "H", "H", "H", "H", "H", "C", "C", "O", "H", "H", "H", "H", "H", "H", "C", "C", "O", "H", "H", "H", "H", "H", "H"], "positions_angstrom": [[9.1076, 9.9703, 15.5396], [9.8033, 10.8566, 15.1974], [9.2663, 11.9547, 14.6500], [10.3878, 12.7297, 14.1838], [11.6461, 11.9297, 14.6394], [12.3491, 12.6063, 15.5839], [11.1168, 10.7651, 15.2433], [10.4481, 12.9531, 13.1085], [10.3605, 13.6537, 14.7439], [12.3999, 11.7137, 13.8507], [6.5084, 9.6245, 14.2172], [6.7248, 8.6311, 14.8716], [6.2103, 8.2296, 16.0402], [6.6829, 6.9551, 16.4582], [7.7291, 6.6478, 15.4354], [7.4736, 5.3453, 14.8936], [7.5371, 7.6247, 14.4248], [7.1742, 6.9173, 17.4136], [5.8221, 6.2679, 16.4282], [8.7826, 6.6260, 15.7659], [7.0651, 6.9264, 19.8124], [7.4481, 8.0260, 19.5264], [6.8049, 8.9587, 18.8708], [7.6568, 10.1033, 18.6297], [8.7966, 9.8589, 19.5975], [8.6240, 10.4886, 20.7751], [8.6993, 8.4887, 19.8903], [7.9968, 10.0606, 17.6426], [7.1187, 11.0318, 18.8653], [9.7550, 10.1796, 19.1630], [6.6354, 12.2271, 6.8624], [6.1983, 13.4755, 7.5701], [5.1740, 14.2494, 6.8275], [7.4677, 11.7603, 7.4147], [7.0881, 12.4894, 5.9641], [5.8668, 11.4937, 6.5917], [7.0432, 14.1564, 7.5435], [5.9105, 13.3642, 8.6477], [4.3408, 13.7523, 6.7901], [6.6639, 11.4719, 11.0674], [8.0278, 11.5527, 11.6720], [9.0519, 11.8932, 10.6708], [6.3324, 10.6821, 10.4144], [6.4613, 12.3037, 10.3856], [5.8632, 11.5737, 11.7790], [8.3139, 10.6184, 12.1779], [8.0574, 12.3475, 12.4177], [8.9391, 12.8568, 10.5890], [8.7289, 16.7145, 11.0552], [7.7746, 15.5547, 11.2876], [8.2145, 14.4253, 10.4700], [8.3637, 17.6405, 11.4528], [8.8736, 16.9715, 9.9761], [9.7639, 16.5065, 11.4256], [6.7594, 15.8943, 11.0289], [7.7425, 15.1339, 12.3048], [8.1111, 14.8376, 9.5606], [10.6430, 8.0437, 11.8110], [11.4912, 9.2295, 12.1604], [10.7361, 10.4023, 12.4763], [11.2406, 7.2877, 11.3065], [9.9434, 8.2406, 10.9819], [10.0187, 7.7779, 12.6300], [12.3291, 9.5621, 11.4725], [12.0254, 8.9769, 13.1096], [10.2419, 10.7243, 11.6907]], "nbo_charge": [-0.625, 0.989, -0.464, -0.140, 0.442, -0.348, -0.466, 0.222, 0.202, 0.184, -0.574, 1.000, -0.487, -0.129, 0.440, -0.364, -0.500, 0.213, 0.224, 0.173, -0.577, 0.968, -0.472, -0.135, 0.432, -0.338, -0.496, 0.229, 0.221, 0.170, -0.643, -0.061, -0.738, 0.225, 0.212, 0.209, 0.162, 0.171, 0.464, -0.639, -0.088, -0.786, 0.213, 0.198, 0.222, 0.205, 0.164, 0.502, -0.644, -0.071, -0.750, 0.221, 0.209, 0.215, 0.175, 0.190, 0.478, -0.652, -0.063, -0.793, 0.221, 0.209, 0.228, 0.165, 0.171, 0.508], "homo_energy_ev": -10.215, "lumo_ev": 0.37, "spin_multiplicity": 1, "homo_lumo_gap_ev": 10.59, "mol_weight_g_mol": 502.432}

=====

{"formula": "C7H16N", "method": "wB97M-V/def2-TZVPD", "symbols": ["C", "C", "C", "C", "C", "C", "C", "N", "H", "H", "H", "H", "H", "H", "H", "H", "H", "H", "H", "H", "H", "H", "H", "H"], "positions_angstrom": [[2.0201, -0.9100, -1.7501], [1.7728, -1.4434, -0.5763], [2.2705, -2.2337, 0.5102], [-1.7681, 1.8177, -0.5253], [-1.6018, -0.7239, -0.2620], [-0.0127, 0.6022, 0.8869], [-1.3916, 0.6951, 0.4352], [0.5464, 1.9273, 1.3142], [1.3636, -0.2547, -2.2866], [2.6863, -1.3557, -2.5063], [2.5817, -3.2247, 0.1746], [2.9655, -1.7591, 1.2369], [1.5106, -2.6402, 1.2309], [-0.8536, 2.2055, -1.0665], [-2.4155, 2.5511, -0.0453], [-2.3591, 1.4142, -1.3785], [-1.4454, -0.7632, -1.3221], [-0.9304, -1.4748, 0.1868], [-2.6236, -1.0820, -0.2148], [0.8215, -0.0566, 0.5943], [-2.1643, 0.6094, 1.3041], [-0.2458, 2.5867, 1.4603], [1.0962, 2.1715, 0.4806], [1.1694, 1.7724, 2.2060]], "nbo_charge": [-0.512, 0.109, -0.769, -0.643, -0.590, 0.077, -0.367, -0.753, 0.213, 0.229, 0.268, 0.250, 0.247, 0.207, 0.237, 0.259, 0.222, 0.218, 0.233, 0.227, 0.260, 0.455, 0.455, 0.469], "homo_energy_ev": [-11.231, -13.103], "lumo_ev": [-4.55, -3.58], "spin_multiplicity": 1, "homo_lumo_gap_ev": [6.68, 9.52], "mol_weight_g_mol": 114.212, "total_charge": 1}

=====

{"formula": "C43H33F6NO4OsS3", "method": "wB97M-V/def2-TZVPD", "symbols": ["Os", "C", "C", "C", "C", "C", "C", "C", "S", "O", "C", "C", "C", "C", "C", "C", "C", "C", "C", "C", "C", "C", "C", "C", "C", "C", "C", "C", "C", "C", "S", "O", "C", "C", "C", "C", "C", "C", "C", "H", "H", "H", "H", "H", "H", "H", "H", "H", "H", "H", "H", "H", "H", "H", "H", "H", "H", "H", "H", "H", "H", "H", "H", "H", "H", "O", "N", "C", "C", "C", "C", "C", "S", "H", "H", "H", "H", "C", "C", "O", "C", "F", "F", "F", "C", "F", "F", "F", "H", "H", "H"], "positions_angstrom": [[-0.2992, 2.3216, -1.1082], [3.0461, -5.3230, -3.6538], [2.8423, -4.0033, -2.9870], [2.3404, -2.9285, -3.7224], [2.0874, -1.7146, -3.1203], [2.3347, -1.5525, -1.7621], [2.8865, -2.5864, -1.0255], [3.1205, -3.8070, -1.6342], [2.1217, 0.1243, -1.1492], [0.7242, 0.4568, -1.6820], [1.9807, -0.0354, 0.6555], [2.9577, 0.7840, 1.2429], [3.1183, 0.8445, 2.6027], [2.2326, 0.1472, 3.4449], [2.4002, 0.1364, 4.8481], [1.5288, -0.5586, 5.6495], [0.4219, -1.2002, 5.0839], [0.2379, -1.2134, 3.7237], [1.1728, -0.6011, 2.8619], [1.0946, -0.7568, 1.4377], [0.2136, -1.8562, 0.9929], [0.5712, -3.1672, 1.4527], [1.7976, -3.4307, 2.1023], [2.0919, -4.6856, 2.5670], [1.1907, -5.7426, 2.3921], [0.0136, -5.5319, 1.7252], [-0.3228, -4.2513, 1.2401], [-1.5343, -4.0264, 0.5539], [-1.8378, -2.7835, 0.0757], [-0.9783, -1.7016, 0.3164], [-1.4407, -0.1325, -0.4547], [-0.8548, 0.9309, 0.4371], [-3.2149, -0.0937, -0.2236], [-3.9514, -0.5641, -1.3067], [-5.3263, -0.5156, -1.2581], [-5.9793, 0.0623, -0.1662], [-7.4629, 0.1426, -0.1729], [-5.2183, 0.5490, 0.8948], [-3.8358, 0.4654, 0.8808], [3.2687, -5.1903, -4.7107], [2.1327, -5.9171, -3.5820], [3.8414, -5.8985, -3.1872], [2.1516, -3.0492, -4.7790], [1.6989, -0.8871, -3.6938], [3.1396, -2.4448, 0.0118], [3.5275, -4.6159, -1.0459], [3.6166, 1.3200, 0.5788], [3.9221, 1.4163, 3.0402], [3.2317, 0.6778, 5.2767], [1.6829, -0.6059, 6.7169], [-0.2901, -1.6988, 5.7235], [-0.6283, -1.7088, 3.3139], [2.5106, -2.6336, 2.2497], [3.0260, -4.8628, 3.0757], [1.4280, -6.7198, 2.7829], [-0.6758, -6.3460, 1.5637], [-2.2204, -4.8476, 0.4125], [-2.7593, -2.6152, -0.4566], [-3.4410, -0.9686, -2.1684], [-5.9195, -0.9010, -2.0715], [-7.8141, 0.6548, -1.0680], [-7.8407, 0.6579, 0.7044], [-7.8728, -0.8667, -0.2003], [-5.7184, 1.0037, 1.7372], [-3.2459, 0.8200, 1.7116], [2.0331, 2.7938, -1.3683], [2.4059, 3.3892, -2.4710], [3.7206, 3.5949, -2.6734], [4.1840, 4.2313, -3.7981], [3.2743, 4.6714, -4.7592], [1.9318, 4.4353, -4.5536], [1.4955, 3.7810, -3.3986], [-0.1899, 3.4574, -3.1422], [4.3658, 3.2350, -1.8863], [5.2436, 4.3794, -3.9280], [3.6142, 5.1777, -5.6477], [1.1865, 4.7395, -5.2702], [-2.4614, 5.7325, -0.2668], [-1.8849, 4.4443, 0.3360], [-1.8491, 3.4262, -0.5788], [-0.4465, 4.6913, 0.8517], [0.1096, 3.5493, 1.3245], [0.3386, 5.0311, -0.1967], [-0.3139, 5.6197, 1.7756], [-2.7808, 4.0045, 1.5264], [-4.0062, 3.7026, 1.0982], [-2.8916, 4.9453, 2.4595], [-2.3003, 2.9120, 2.1328], [-1.8606, 6.0188, -1.1288], [-2.4643, 6.5293, 0.4736], [-3.4770, 5.5333, -0.6019]], "lowdin_spin": [2.386, 0.000, 0.000, 0.000, 0.001, 0.002, 0.001, 0.000, 0.009, 0.040, 0.064, 0.097, 0.164, 0.002, 0.165, 0.038, 0.091, 0.135, -0.004, 0.137, 0.023, 0.015, 0.003, 0.002, -0.001, 0.001, 0.002, 0.015, 0.007, 0.024, 0.048, 0.056, 0.002, 0.000, 0.000, -0.001, 0.000, 0.000, 0.000, 0.000, 0.000, 0.000, 0.000, 0.000, 0.000, 0.000, 0.002, 0.005, 0.005, -0.001, 0.002, 0.004, 0.001, 0.000, 0.000, 0.000, 0.001, 0.000, 0.000, 0.000, 0.000, 0.000, 0.000, 0.000, 0.000, 0.122, 0.016, 0.000, 0.013, -0.003, 0.010, 0.003, 0.093, 0.000, 0.001, 0.000, 0.000, 0.004, 0.015, 0.128, 0.004, 0.028, 0.014, 0.001, 0.002, 0.000, 0.000, 0.001, 0.001, 0.001, 0.000], "homo_energy_ev": [-12.657, -12.837], "lumo_ev": [-6.49, -9.49], "spin_multiplicity": 5, "homo_lumo_gap_ev": [6.17, 3.35], "s_squared": 6.041, "mol_weight_g_mol": 1028.159, "total_charge": 2}

=====

{"formula": "C4H10NO", "method": "wB97M-V/def2-TZVPD", "symbols": ["C", "C", "N", "C", "C", "O", "H", "H", "H", "H", "H", "H", "H", "H", "H", "H"], "positions_angstrom": [[0.6071, 1.5567, 0.4325], [0.5182, 0.2937, -0.3880], [1.8447, -0.1942, -0.7891], [-0.2388, -0.8290, 0.3536], [-1.8295, -0.6171, 0.2442], [-2.2271, 0.5675, 0.7302], [1.3429, 2.2731, 0.0043], [0.9217, 1.4247, 1.4993], [-0.4219, 1.9713, 0.5187], [-0.0455, 0.4933, -1.3176], [2.0453, -1.0926, -0.3506], [1.8051, -0.5731, -1.7351], [0.0245, -1.2278, 1.3410], [-0.1647, -1.7227, -0.3169], [-2.2721, -1.5741, 0.6398], [-1.9098, -0.7498, -0.8663]], "nbo_charge": [-0.631, -0.066, -0.850, -0.458, 0.019, -0.946, 0.178, 0.188, 0.271, 0.179, 0.342, 0.334, 0.185, 0.151, 0.061, 0.043], "homo_energy_ev": -2.299, "lumo_ev": 4.36, "spin_multiplicity": 1, "homo_lumo_gap_ev": 6.66, "mol_weight_g_mol": 88.130, "total_charge": -1}

=====

{"formula": "C4H7NS", "method": "wB97M-V/def2-TZVPD", "symbols": ["S", "C", "C", "C", "C", "N", "H", "H", "H", "H", "H", "H", "H"], "positions_angstrom": [[-2.9627, -0.0800, -0.0469], [-1.3002, -0.0487, -0.0794], [-0.3939, 1.1367, 0.1416], [0.9896, 0.5873, -0.3031], [0.8881, -0.8863, 0.1173], [-0.5423, -1.1160, -0.0938], [-0.7344, 1.9837, -0.4172], [-0.3320, 1.3808, 1.2376], [1.7582, 1.1411, 0.2134], [0.9940, 0.6439, -1.3953], [1.5250, -1.6656, -0.2976], [1.0030, -1.0549, 1.2342], [-0.8923, -2.0221, -0.3108]], "nbo_charge": [-0.206, 0.142, -0.469, -0.409, -0.226, -0.559, 0.243, 0.231, 0.224, 0.213, 0.216, 0.186, 0.414], "homo_energy_ev": -8.035, "lumo_ev": 0.79, "spin_multiplicity": 1, "homo_lumo_gap_ev": 8.83, "mol_weight_g_mol": 101.174}

=====

{"formula": "C4H9NO", "method": "wB97M-V/def2-TZVPD", "symbols": ["C", "C", "C", "C", "N", "O", "H", "H", "H", "H", "H", "H", "H", "H", "H"], "positions_angstrom": [[-0.5583, -2.0842, 0.1951], [0.7773, -1.6366, -0.1850], [1.0850, -0.4972, -0.9738], [0.5632, 0.6303, -0.3651], [0.7792, 1.9965, -0.9949], [-0.0939, 0.7362, 0.7269], [-0.8079, -3.1850, 0.2446], [-1.3535, -1.4678, -0.2600], [0.0765, -1.2269, 0.7275], [1.7229, -2.0374, 0.2157], [-3.1176, 2.6064, 1.8605], [-3.4917, 2.0495, 2.2287], [1.8342, -0.5179, -1.7598], [1.6721, 2.0936, -1.5710], [0.9127, 2.5406, -0.0893]], "nbo_charge": [-0.496, -0.097, -0.533, 0.591, -0.853, -0.721, 0.271, 0.250, 0.368, 0.238, 0.008, -0.008, 0.247, 0.356, 0.379], "homo_energy_ev": -7.980, "lumo_ev": -0.63, "spin_multiplicity": 1, "homo_lumo_gap_ev": 7.35, "mol_weight_g_mol": 87.122}

=====

{"formula": "C13H29FN4O7P2", "method": "wB97M-V/def2-TZVPD", "symbols": ["O", "C", "N", "C", "C", "P", "O", "O", "O", "O", "C", "O", "C", "C", "C", "F", "H", "H", "H", "H", "H", "H", "H", "H", "H", "H", "H", "C", "N", "C", "P", "O", "N", "C", "C", "N", "C", "C", "H", "H", "H", "H", "H", "H", "H", "H", "H", "H", "H", "H", "H", "H", "H", "H", "H", "H"], "positions_angstrom": [[-2.6023, -2.0150, -1.8791], [-2.7783, -0.9268, -1.5181], [-2.8808, 0.1629, -0.9659], [-2.2927, 1.3591, -1.6442], [-0.7793, 1.3626, -1.4039], [0.2071, 1.5621, -2.9109], [0.5347, 0.2842, -3.5612], [1.5711, 2.2784, -2.4449], [-0.5142, 2.5761, -3.8849], [-2.8069, 2.5144, -1.0274], [-4.0730, 2.9149, -1.4142], [-4.2001, 3.9127, -2.0616], [-5.2667, 2.1154, -0.9584], [-5.7744, 1.1427, -2.0368], [-6.7861, 1.7869, -2.9664], [-6.7905, 1.1204, -4.1868], [-2.5584, 1.3221, -2.7022], [-0.4688, 0.4321, -0.9361], [-0.5460, 2.2147, -0.7649], [1.9012, 1.7794, -1.6826], [-0.3611, 2.3005, -4.7990], [-4.9545, 1.5220, -0.0987], [-6.0520, 2.7888, -0.6216], [-4.9564, 0.7060, -2.6049], [-6.2701, 0.3182, -1.5224], [-6.5490, 2.8366, -3.1547], [-7.7943, 1.7578, -2.5494], [0.5101, -1.7843, 1.5873], [1.7358, -2.0436, 0.8700], [1.6354, -3.2111, 0.0054], [3.3439, -1.5556, 1.1620], [3.7143, -0.9839, -0.1772], [3.5329, -0.0418, 2.0650], [2.3922, 0.6907, 2.5951], [4.4458, 0.9180, 1.4417], [3.6663, -2.4843, 2.5637], [3.0432, -2.2645, 3.8435], [5.0989, -2.7574, 2.7295], [0.2251, -2.6033, 2.2655], [-0.3064, -1.6650, 0.8658], [0.5389, -0.8644, 2.1635], [1.8104, -4.1460, 0.5571], [2.3606, -3.1509, -0.8079], [0.6471, -3.2593, -0.4537], [1.6167, 0.8801, 1.8379], [2.7218, 1.6631, 2.9643], [1.9309, 0.1962, 3.4516], [3.9746, 1.4959, 0.6360], [5.3180, 0.4227, 1.0233], [4.7995, 1.6168, 2.2033], [3.5374, -1.4605, 4.4040], [3.1253, -3.1876, 4.4229], [1.9808, -2.0415, 3.7733], [5.6421, -1.8689, 3.0822], [5.5431, -3.0718, 1.7823], [5.2569, -3.5671, 3.4435]], "nbo_charge": [-0.465, 0.871, -0.610, 0.260, -0.844, 2.337, -1.104, -0.971, -0.983, -0.536, 0.809, -0.520, -0.526, -0.424, 0.054, -0.367, 0.193, 0.270, 0.271, 0.506, 0.528, 0.241, 0.239, 0.216, 0.217, 0.174, 0.163, -0.399, -0.816, -0.418, 2.336, -0.986, -0.812, -0.408, -0.394, -0.776, -0.403, -0.425, 0.172, 0.190, 0.209, 0.176, 0.226, 0.206, 0.163, 0.203, 0.191, 0.167, 0.213, 0.187, 0.190, 0.206, 0.210, 0.183, 0.208, 0.203], "homo_energy_ev": -8.488, "lumo_ev": 0.38, "spin_multiplicity": 1, "homo_lumo_gap_ev": 8.87, "mol_weight_g_mol": 434.342}

=====

{"formula": "CHNS", "method": "wB97M-V/def2-TZVPD", "symbols": ["C", "N", "S", "H"], "positions_angstrom": [[-0.4774, 1.7407, -0.2358], [-0.2841, -0.7569, -0.0491], [0.5851, 0.5323, -0.1104], [0.1764, -1.5161, 0.3953]], "nbo_charge": [-0.086, -0.971, 0.691, 0.367], "homo_energy_ev": [-9.590, -9.306], "lumo_ev": [-1.92, -2.27], "spin_multiplicity": 1, "homo_lumo_gap_ev": [7.67, 7.03], "mol_weight_g_mol": 59.093}